No. 1
Here is C11H15MnN2O11P2Si as an isolated structure from the Open Molecules 2025 dataset. Energies are from ωB97M-V with the def2-TZVPD basis set.

Each line ends with the Mulliken spin population.
CARTESIAN COORDINATES (ANGSTROEM)
Mn 0.108 0.217 0.049  3.401
P -0.130 0.862 -3.065  0.003
P -0.331 3.173 -1.276  0.004
Si -0.021 -2.205 -0.007  -0.313
O 5.347 -0.316 5.301  -0.012
O -1.714 0.839 -3.338  0.002
O 6.915 -0.401 3.834  0.007
O 2.008 0.093 0.052  0.007
O 0.124 4.573 -1.357  0.001
O -0.031 2.289 -0.099  0.028
O -1.957 3.125 -1.445  0.001
O 0.158 2.384 -2.613  0.002
O 0.594 0.531 -4.295  -0.002
O 0.111 -0.016 -1.833  0.027
O 0.034 0.150 1.927  0.146
N 5.728 -0.307 4.136  -0.001
N -3.037 -0.174 0.041  0.022
C -0.450 -2.907 1.688  -0.014
C -1.249 -2.854 -1.277  -0.016
C 1.058 0.104 2.742  0.446
C 2.856 0.007 1.033  0.086
C 2.414 0.002 2.411  -0.050
C 1.688 -2.806 -0.523  -0.025
C 4.741 -0.195 3.079  -0.055
C 5.174 -0.192 1.759  0.165
C -1.888 -0.043 0.053  -0.106
C 3.399 -0.099 3.419  0.204
C 4.222 -0.089 0.751  -0.012
H 1.999 -2.310 -1.443  0.003
H -1.416 -2.534 2.032  0.002
H -1.057 -2.398 -2.249  0.003
H 4.513 -0.077 -0.291  -0.002
H 1.642 -3.887 -0.698  -0.008
H -0.495 -3.999 1.617  -0.006
H 3.110 -0.103 4.460  0.018
H -2.222 3.904 -1.947  0.000
H -1.125 -3.939 -1.367  -0.005
H 0.302 -2.635 2.430  0.001
H 0.796 0.139 3.801  0.028
H 6.227 -0.269 1.537  0.018
H -2.275 -2.628 -0.993  0.001
H -2.209 1.089 -2.541  0.000
H 2.441 -2.606 0.238  0.002

Output
Spin multiplicity ... 5
Gap between HOMO and LUMO (spin up / spin down) ... 5.1 / 7.5 eV
E_HOMO (spin up / spin down) ... -0.0220 / -0.1043 Eh
Energy relative to the best compared isomer or geometry (same formula, charge and spin) ... 16.5 kcal per mole
Expectation value of S² ... 6.23
Total charge ... -2

=====

No. 2
Here is C19H22N4O2 in the gas phase from the Open Molecules 2025 dataset. Energies are from ωB97M-V with the def2-TZVPD basis set.

Each line ends with the Mulliken charge.
CARTESIAN COORDINATES (ANGSTROEM)
O 6.189 -1.786 1.085  -0.479
O 3.802 -0.512 0.260  -0.307
N -5.464 -0.103 0.570  -0.654
N 1.168 -0.578 -0.446  0.027
N -2.522 2.056 0.269  -0.813
N -0.768 0.682 -0.123  0.016
C -0.012 4.727 -0.026  -0.351
C 6.235 -0.873 0.022  -0.619
C 1.937 -1.799 -0.441  -0.863
C -3.092 -3.587 -1.356  -1.509
C -2.956 -0.350 0.152  0.289
C 3.393 -1.440 -0.726  -0.712
C -2.151 0.815 0.116  0.067
C 0.976 2.539 -0.379  -0.835
C -1.396 2.805 0.122  -0.132
C 1.085 3.914 -0.312  -0.807
C -1.261 4.189 0.185  -0.916
C -3.199 -2.846 -0.021  -0.180
C -2.784 -3.751 1.142  -1.488
C -0.982 -1.664 -0.231  0.335
C -4.336 -0.198 0.382  -0.178
C -2.369 -1.589 -0.040  1.430
C -0.271 1.976 -0.139  1.061
C 5.046 0.101 0.023  -0.535
C -0.179 -0.541 -0.253  -0.310
H 7.161 -0.280 0.044  0.359
H 6.238 -1.479 -0.887  0.337
H 1.847 1.958 -0.640  0.584
H -2.075 -3.932 -1.533  0.283
H -0.520 -2.629 -0.344  0.357
H -2.867 -3.216 2.085  0.357
H -3.751 -4.452 -1.353  0.455
H 6.029 -1.305 1.906  0.322
H 1.688 0.195 -0.054  0.190
H -3.384 -2.934 -2.175  0.363
H -1.758 -4.092 1.026  0.289
H 5.154 0.818 0.843  0.340
H 0.126 5.797 0.016  0.387
H 1.877 -2.310 0.530  0.424
H -4.245 -2.559 0.128  0.509
H 5.036 0.649 -0.932  0.352
H -3.432 -4.622 1.183  0.451
H 1.573 -2.470 -1.223  0.459
H 4.008 -2.347 -0.690  0.419
H 3.480 -0.986 -1.724  0.355
H 2.046 4.371 -0.495  0.408
H -2.124 4.802 0.388  0.462

Output
Gap between HOMO and LUMO ... 7.9 eV
SMILES ... CC(C)c1cc(NCCOCCO)n2c(nc3ccccc32)c1C#N
E_HOMO ... -0.2803 Eh
Energy relative to the best compared isomer or geometry (same formula, charge and spin) ... 38.4 kcal per mole

=====

No. 3
Here is C31H34N7O3Pd as an isolated structure from the Open Molecules 2025 dataset. Energies are from ωB97M-V with the def2-TZVPD basis set.

Each line ends with the Mulliken spin population.
CARTESIAN COORDINATES (ANGSTROEM)
Pd 0.045 1.756 -0.019  1.464
O -1.353 4.322 1.523  0.007
O -4.496 2.038 -0.121  0.000
O -1.850 2.599 0.180  0.110
N 0.431 1.247 2.196  0.147
N 2.228 4.388 2.331  0.003
N 0.944 1.207 4.906  -0.006
N 1.224 3.381 0.606  0.076
N -0.861 0.005 -0.532  0.097
N 1.720 0.627 -0.562  0.071
N 2.310 5.128 1.225  0.002
C 1.129 2.237 2.775  -0.031
C -0.010 -1.003 -0.828  -0.030
C -3.905 5.243 1.557  -0.001
C 5.617 -1.613 -2.755  0.000
C -1.849 -2.573 -0.992  -0.003
C -1.953 -4.340 -2.729  0.000
C -2.163 -0.255 -0.442  -0.003
C 4.034 0.119 -0.848  0.006
C 1.704 4.526 0.195  -0.001
C 5.850 -2.255 -0.331  0.000
C 1.373 2.196 4.152  -0.001
C 3.004 0.986 -0.566  -0.010
C -0.492 -2.281 -1.074  0.003
C -2.161 3.637 0.898  -0.004
C 1.556 3.334 1.931  0.012
C -5.990 3.736 0.596  0.000
C 0.242 0.239 4.323  0.005
C -2.352 -3.977 -1.288  0.000
C 4.882 -2.166 -1.521  0.000
C -3.873 -4.081 -1.162  0.000
C -2.689 -1.518 -0.647  0.001
C 1.418 -0.654 -0.861  0.061
C -5.196 5.717 1.684  0.001
C -0.021 0.265 2.965  -0.008
C -4.690 3.255 0.465  0.002
C 3.754 -1.211 -1.174  -0.001
C 4.369 -3.571 -1.845  0.000
C -1.706 -4.966 -0.306  0.000
C -3.618 4.021 0.948  0.007
C 2.418 -1.571 -1.176  0.006
C -6.245 4.954 1.195  0.000
H 2.134 -2.582 -1.424  0.002
H -0.603 -0.513 2.485  0.005
H 6.072 -0.644 -2.551  0.000
H 0.209 -3.062 -1.330  0.000
H -0.112 -0.564 4.955  0.001
H -2.328 -5.334 -2.975  0.000
H -1.967 -4.714 0.724  0.000
H 3.215 2.023 -0.340  0.004
H 6.307 -1.291 -0.109  0.000
H -3.061 5.806 1.931  0.000
H -3.754 -1.659 -0.538  0.002
H 6.648 -2.961 -0.560  0.000
H -5.358 1.692 -0.376  0.000
H 4.926 -1.499 -3.592  0.000
H -4.186 -5.096 -1.405  0.000
H 2.742 6.036 1.263  0.001
H 1.625 4.931 -0.800  0.005
H -4.206 -3.865 -0.146  0.000
H -7.265 5.306 1.276  0.000
H -0.870 -4.346 -2.858  0.000
H 5.214 -4.210 -2.099  0.000
H 3.694 -3.562 -2.702  0.000
H -5.388 6.668 2.161  0.000
H 3.862 -4.019 -0.988  0.000
H 1.930 2.997 4.623  0.001
H 5.050 0.487 -0.820  0.002
H -0.619 -4.974 -0.395  0.000
H -4.376 -3.404 -1.855  0.000
H 6.407 -2.303 -3.053  0.000
H -2.794 0.594 -0.206  -0.001
H -2.378 -3.625 -3.436  0.000
H 5.332 -2.606 0.563  0.000
H -6.813 3.136 0.218  0.000
H -2.066 -5.974 -0.511  0.000

Output
Spin multiplicity ... 3
Gap between HOMO and LUMO (spin up / spin down) ... 6.8 / 6.5 eV
E_HOMO (spin up / spin down) ... -0.3674 / -0.3787 Eh
Energy relative to the best compared isomer or geometry (same formula, charge and spin) ... 4.8 kcal per mole
Expectation value of S² ... 2.01
Total charge ... +1

=====

No. 4
Here is a 2-piece molecular cluster, C5H13NO overall from the Open Molecules 2025 dataset. Energies are from ωB97M-V with the def2-TZVPD basis set.

Each line ends with the Mulliken charge.
CARTESIAN COORDINATES (ANGSTROEM)
O 1.066 1.459 2.328  -0.597
N 1.043 -0.808 1.866  -0.365
C -2.321 -1.566 -0.307  -0.764
C -2.148 -0.634 -1.531  -0.666
C 2.373 1.790 -0.316  -1.084
C 1.111 0.931 0.087  0.148
C 1.080 0.548 1.533  0.405
H -3.100 -0.624 -2.091  0.346
H -1.641 -2.330 -0.233  0.268
H -2.334 -1.021 0.695  0.212
H 1.051 -0.027 -0.608  0.135
H -1.814 0.346 -1.149  0.109
H -1.414 -1.064 -2.178  0.235
H 1.076 -1.472 1.086  0.202
H 0.264 1.637 -0.060  0.105
H 0.879 -1.131 2.723  0.177
H 3.193 1.812 0.397  0.321
H 2.128 2.845 -0.601  0.272
H 2.892 1.319 -1.205  0.279
H -3.383 -2.009 -0.436  0.263

Output
Gap between HOMO and LUMO ... 10.5 eV
SMILES ... CCC(N)=O.CC
E_HOMO ... -0.3586 Eh
Energy relative to the best compared isomer or geometry (same formula, charge and spin) ... 25.5 kcal per mole

=====

No. 5
Here is C38H40Br4CaCl3O6Sb as an isolated structure from the Open Molecules 2025 dataset. Energies are from ωB97M-V with the def2-TZVPD basis set.

Each line ends with the Mulliken charge.
CARTESIAN COORDINATES (ANGSTROEM)
Sb -4.590 -0.411 1.619  0.430
Br 3.979 -6.807 1.963  -0.229
Br 6.061 -1.885 2.846  -0.196
Br 1.269 -5.669 0.077  -0.194
Br 4.663 -4.584 4.374  -0.222
Ca 2.977 -1.054 -1.992  1.812
Cl 2.392 -2.620 -4.863  -0.234
Cl -2.225 -2.576 -7.435  -0.279
Cl -1.783 0.665 -3.375  -0.200
O 1.036 -0.491 -3.161  -0.678
O 3.029 0.935 -0.524  -0.607
O 4.335 -1.361 0.037  -0.829
O 5.750 2.255 -2.367  -0.731
O 2.036 -2.821 -0.601  -0.977
O 4.604 0.323 -2.708  -0.971
C -3.511 2.453 1.344  -1.322
C 3.587 -4.981 1.781  0.548
C -1.103 -0.563 -4.254  0.647
C 5.214 2.036 2.772  -0.808
C -5.447 1.868 -0.249  -1.387
C 6.623 1.774 2.686  -0.395
C -1.878 -1.048 -5.260  -0.704
C -2.941 -0.983 3.163  1.258
C -1.410 -2.082 -6.077  0.309
C -4.532 -1.622 -0.388  1.601
C -5.874 2.029 2.374  -1.264
C 4.380 -4.066 2.545  -0.174
C 4.906 1.426 -2.104  0.123
C 6.438 1.786 0.289  -0.200
C 7.234 1.701 1.417  -0.713
C -3.701 -0.890 4.475  -1.593
C 2.769 -4.626 0.739  -0.527
C -5.283 -1.115 -1.628  -1.910
C 3.564 4.233 -0.305  -0.429
C 1.797 4.406 -2.402  -0.666
C -5.124 -2.972 0.047  -1.440
C 4.103 1.827 -0.854  3.776
C -0.116 -2.676 -5.758  -0.706
C 0.264 -1.006 -4.057  -0.239
C -1.744 -0.062 2.941  -1.582
C 4.751 -2.868 1.912  -0.153
C -3.019 -1.660 -0.589  -1.217
C 5.070 1.970 0.327  -0.776
C 4.075 -2.395 0.695  0.546
C -4.921 1.851 1.174  0.916
C 4.469 2.207 1.594  -0.262
C 2.364 5.586 -1.860  -0.509
C 0.758 -2.054 -4.905  0.456
C 3.182 5.466 -0.765  -0.605
C 3.411 3.108 -1.152  -0.566
C -2.597 -2.454 2.916  -1.292
C 2.881 -3.283 0.236  0.266
C 2.414 3.183 -2.137  -0.720
H 4.748 2.050 3.795  0.257
H -4.684 -1.415 4.545  0.340
H -2.854 2.101 0.553  0.311
H -6.104 2.704 -0.377  0.495
H -2.814 -2.301 -1.476  0.461
H -6.267 -0.793 -1.376  0.456
H 0.131 -3.485 -6.381  0.476
H -2.946 2.210 2.256  0.243
H 0.902 4.422 -3.006  0.436
H -4.359 -3.611 0.539  0.286
H -2.060 0.935 3.292  0.322
H -2.369 -2.080 0.246  0.028
H -2.931 -0.749 -5.297  0.312
H 3.380 0.126 0.026  0.519
H -2.720 -0.637 -0.932  0.067
H -2.457 -2.733 1.818  0.182
H -5.958 -2.872 0.808  0.227
H -1.648 -2.780 3.364  0.480
H 6.958 1.686 -0.688  0.363
H -3.028 -1.389 5.215  0.465
H -3.860 0.164 4.880  0.276
H -3.578 3.583 1.227  0.384
H 3.384 2.489 1.618  0.432
H -3.374 -3.101 3.385  0.298
H -1.502 0.021 1.855  0.319
H 3.380 6.312 -0.091  0.313
H -5.629 -3.469 -0.799  0.464
H -6.189 1.098 -0.526  0.255
H 2.035 6.605 -2.098  0.316
H 8.344 1.694 1.330  0.324
H -6.355 3.014 2.357  0.389
H -4.637 1.914 -0.976  0.238
H 2.171 2.328 -2.686  0.699
H -0.906 -0.410 3.566  0.496
H -6.704 1.270 2.434  0.311
H -4.829 -0.246 -2.133  0.239
H 4.226 4.222 0.569  0.259
H -5.433 1.950 3.387  0.288
H -5.309 -1.931 -2.398  0.472
H 7.262 1.698 3.602  0.324

Output
Gap between HOMO and LUMO ... 5.0 eV
E_HOMO ... -0.0507 Eh
Energy relative to the best compared isomer or geometry (same formula, charge and spin) ... 25.1 kcal per mole
Total charge ... -2